A single C5H8O2 molecule. Source: the Open Molecules 2025 dataset; level of theory: ωB97M-V/def2-TZVPD.

The geometry in XYZ format:
```
15
Properties=species:S:1:pos:R:3:lowdin_charge:R:1
C -0.318 1.383 -0.381 0.00
C -0.147 -0.028 0.154 -0.48
C -0.860 -1.182 -0.483 -0.06
C -1.246 -0.714 0.898 -0.07
O 1.123 -0.308 0.749 0.03
C 2.228 -0.059 0.039 -0.34
O 2.282 0.322 -1.100 0.08
H -0.528 1.378 -1.454 0.09
H 0.597 1.960 -0.243 0.08
H -1.128 1.905 0.137 0.08
H -1.527 -0.946 -1.309 0.11
H -0.347 -2.135 -0.568 0.11
H -2.179 -0.176 1.039 0.11
H -0.946 -1.343 1.731 0.11
H 3.103 -0.239 0.683 0.15
```

Summary:
Frontier orbital gap in eV: 11.2
Strongest force on any atom in eV/A: 0.506
HOMO in eV: -10.22
Multiplicity: 1
Energy in eV: -9408.749
SMILES: CC1(OC=O)CC1

---

A single C5H8O2 molecule. Source: the Open Molecules 2025 dataset; level of theory: ωB97M-V/def2-TZVPD.

The geometry in XYZ format:
```
15
Properties=species:S:1:pos:R:3:lowdin_charge:R:1
C 0.612 -1.123 0.000 -0.01
C 1.916 -0.893 0.000 -0.12
C -0.081 0.220 0.000 -0.56
C -0.921 0.440 1.263 -0.02
C -0.921 0.440 -1.263 -0.02
O 2.250 0.415 0.000 -0.01
O 1.020 1.144 0.000 -0.02
H 0.098 -2.060 0.001 0.11
H 2.761 -1.555 0.000 0.13
H -1.317 1.452 1.267 0.08
H -0.306 0.303 2.149 0.09
H -1.745 -0.268 1.287 0.09
H -1.317 1.452 -1.268 0.08
H -1.744 -0.268 -1.287 0.09
H -0.306 0.302 -2.149 0.09
```

Summary:
Frontier orbital gap in eV: 9.5
Strongest force on any atom in eV/A: 0.843
HOMO in eV: -8.54
Multiplicity: 1
Energy in eV: -9406.399
SMILES: CC1(C)C=COO1

---

2 unconnected molecules or ions with the total composition C5H8O2. Source: the Open Molecules 2025 dataset; level of theory: ωB97M-V/def2-TZVPD.

The geometry in XYZ format:
```
15
Properties=species:S:1:pos:R:3:lowdin_charge:R:1
C 0.503 -1.802 -0.204 -0.04
C -0.600 -0.990 0.360 -0.20
C 1.634 1.814 -0.727 -0.11
O 1.486 1.743 0.472 -0.01
C -1.334 -0.632 1.380 0.07
C -1.620 0.059 0.103 -0.32
O -1.275 1.407 -0.116 -0.06
H 0.962 -2.440 0.557 0.08
H 0.135 -2.434 -1.020 0.08
H 1.280 -1.152 -0.622 0.07
H 0.768 1.798 -1.411 0.09
H 2.642 1.895 -1.175 0.09
H -1.554 -0.720 2.435 0.10
H -2.523 -0.146 -0.476 0.13
H -0.505 1.601 0.445 0.05
```

Summary:
Frontier orbital gap in eV: 9.6
Strongest force on any atom in eV/A: 0.615
HOMO in eV: -9.10
Multiplicity: 1
Energy in eV: -9406.361
SMILES: CC1=C[C@H]1O.C=O

---

2 unconnected molecules or ions with the total composition C5H8O2 in a non-equilibrium geometry. Source: the Open Molecules 2025 dataset; level of theory: ωB97M-V/def2-TZVPD.

The geometry in XYZ format:
```
15
Properties=species:S:1:pos:R:3:lowdin_charge:R:1
C 1.445 -1.416 -0.175 0.07
C 0.329 -0.716 -0.437 -0.35
C -0.743 -0.816 -1.435 -0.13
C -1.580 0.425 -1.184 -0.05
C -0.935 1.108 -0.215 -0.11
H 1.626 -2.211 -0.923 0.07
H 2.030 -1.179 0.746 0.08
H -0.261 -0.862 -2.393 0.12
H -1.286 -1.736 -1.341 0.12
H -2.518 0.745 -1.681 0.11
H -1.263 2.028 0.325 0.14
H 1.664 1.125 3.147 0.00
H 0.447 1.475 2.198 0.03
O 0.210 0.481 0.257 -0.05
O 0.835 1.548 3.110 -0.06
```

Summary:
Frontier orbital gap in eV: 9.3
Strongest force on any atom in eV/A: 2.864
HOMO in eV: -8.45
Multiplicity: 1
Energy in eV: -9407.797
SMILES: C=C1CC=CO1.O